1.
A molecular structure, C49H37F6IrN5O7PS2. Source: the Open Molecules 2025 dataset; level of theory: ωB97M-V with the def2-TZVPD basis set.

Geometry as XYZ:
```
108
C49H37F6IrN5O7PS2 | the Open Molecules 2025 dataset | ωB97M-V with the def2-TZVPD basis set
Ir 0.274 0.162 -0.337
C 6.894 -3.169 -2.299
C 5.978 -4.001 -1.672
C 4.744 -3.503 -1.277
C 4.423 -2.171 -1.511
C 5.345 -1.337 -2.138
C 6.577 -1.837 -2.531
C 3.106 -1.597 -1.096
C 2.006 -1.814 -1.899
C 1.990 -2.665 -3.061
C 0.747 -2.614 -3.577
C -0.011 -1.688 -2.771
C -1.275 -1.211 -3.089
C -1.985 -1.787 -4.271
C -3.130 -2.556 -4.090
C -3.811 -3.073 -5.182
C -3.354 -2.818 -6.468
C -2.215 -2.048 -6.656
C -1.533 -1.534 -5.562
C -1.882 -0.142 -2.444
N -1.407 0.544 -1.338
C -2.273 1.610 -1.117
C -2.158 2.579 -0.135
C -3.133 3.709 -0.138
C -2.681 4.986 -0.455
C -3.568 6.053 -0.470
C -4.906 5.852 -0.163
C -5.359 4.581 0.159
C -4.475 3.512 0.171
C -1.165 2.587 0.839
C -1.107 3.519 1.937
C -0.049 3.177 2.696
C 0.576 2.044 2.064
N -0.139 1.698 0.950
C 1.741 1.443 2.497
C 2.413 0.466 1.773
C 3.742 0.079 2.016
C 4.154 -0.706 0.965
C 3.073 -0.852 0.079
N 1.980 -0.140 0.589
C 2.405 1.964 3.728
C 2.453 1.194 4.884
C 3.088 1.678 6.020
C 3.681 2.932 5.999
C 3.641 3.701 4.843
C 3.004 3.220 3.709
C -3.289 1.582 -2.116
C -3.064 0.507 -2.910
N 0.758 -1.272 -1.723
H 7.856 -3.558 -2.606
H 6.225 -5.038 -1.486
H 4.028 -4.151 -0.785
H 5.093 -0.297 -2.313
H 7.290 -1.185 -3.018
H 2.834 -3.233 -3.418
H 0.370 -3.132 -4.442
H -3.483 -2.758 -3.084
H -4.697 -3.674 -5.030
H -3.886 -3.218 -7.321
H -1.858 -1.842 -7.656
H -0.654 -0.917 -5.709
H -1.636 5.132 -0.709
H -3.211 7.042 -0.724
H -5.596 6.686 -0.175
H -6.400 4.421 0.407
H -4.825 2.520 0.435
H -1.808 4.320 2.100
H 0.291 3.644 3.605
H 4.328 0.407 2.858
H 5.131 -1.135 0.809
H 1.996 0.210 4.895
H 3.119 1.077 6.919
H 4.179 3.309 6.883
H 4.112 4.674 4.821
H 2.981 3.803 2.795
H -4.074 2.312 -2.213
H -3.635 0.199 -3.770
C 0.677 -3.519 0.739
O 0.046 -2.483 1.529
P -0.849 -1.331 0.969
O -1.583 -0.778 2.230
C -1.023 -0.532 3.542
O -1.988 -2.048 0.174
C -3.361 -1.597 0.090
H 0.811 -4.360 1.412
H 1.638 -3.166 0.383
H 0.036 -3.804 -0.092
H -1.855 -0.596 4.235
H -0.585 0.460 3.572
H -0.282 -1.294 3.775
H -3.927 -2.445 -0.282
H -3.443 -0.760 -0.598
H -3.715 -1.318 1.079
F 1.640 1.800 -4.539
C 0.955 2.748 -3.914
F -0.343 2.438 -3.961
F 1.156 3.908 -4.507
S 1.415 2.822 -2.134
O 1.293 1.389 -1.772
O 0.476 3.687 -1.480
N 2.895 3.305 -2.234
S 3.649 3.528 -0.832
O 5.057 3.589 -1.032
O 3.106 2.669 0.195
C 3.156 5.257 -0.305
F 4.207 5.845 0.251
F 2.177 5.201 0.595
F 2.748 5.976 -1.340
```

- total charge = +1
- molar mass (g/mol) = 1209.176
- spin multiplicity = 2
- energy (Eh) = -4531.0831
- HOMO level (spin up / spin down) (eV) = -10.0412 / -9.9978
- expectation value of S² = 0.77
- frontier orbital gap (spin up / spin down) (eV) = 5.84 / 3.67

Löwdin population analysis, charges in e, atoms 1 to 6: Ir 1.482; C -0.072; C -0.067; C -0.036; C -0.224; C -0.014

2.
15 unconnected molecules or ions with the total composition C22H13BCl56O5Si in a non-equilibrium geometry. Source: the Open Molecules 2025 dataset; level of theory: ωB97M-V with the def2-TZVPD basis set.

Geometry as XYZ:
```
98
C22H13BCl56O5Si | the Open Molecules 2025 dataset | ωB97M-V with the def2-TZVPD basis set
C -1.598 -0.226 1.655
Si -0.479 -1.647 1.132
C 0.126 -2.529 2.678
C -1.544 -2.858 0.147
C 0.980 -1.114 0.049
C 1.416 0.045 -0.467
C 0.884 1.423 -0.350
B 1.738 2.245 0.735
O 2.205 1.556 1.844
O 2.049 3.570 0.557
C 2.679 -0.240 -1.222
O 3.431 0.521 -1.752
O 2.875 -1.604 -1.232
C 1.952 -2.172 -0.376
O 1.982 -3.299 0.027
H -2.126 -0.561 2.550
H -2.363 -0.057 0.894
H -1.079 0.701 1.899
H -0.050 -3.599 2.564
H -0.432 -2.195 3.553
H 1.185 -2.367 2.875
H -1.978 -3.621 0.791
H -0.912 -3.314 -0.614
H -2.322 -2.314 -0.391
H -0.191 1.451 -0.169
H 1.055 1.942 -1.299
H 3.131 1.307 1.724
H 1.313 4.169 0.723
C 0.229 -3.749 -3.938
Cl -1.202 -3.351 -4.895
Cl 0.550 -2.431 -2.810
Cl -0.040 -5.226 -2.994
Cl 1.599 -3.973 -5.020
C -3.645 0.046 -3.417
Cl -4.466 -1.513 -3.263
Cl -3.441 0.438 -5.126
Cl -4.613 1.297 -2.636
Cl -2.054 -0.031 -2.647
C -4.449 3.531 0.691
Cl -5.817 3.830 -0.385
Cl -4.139 4.951 1.687
Cl -4.807 2.146 1.726
Cl -3.028 3.188 -0.305
C 2.417 -3.196 -9.150
Cl 3.605 -3.881 -8.033
Cl 2.618 -1.444 -9.216
Cl 2.666 -3.880 -10.760
Cl 0.787 -3.581 -8.593
C -0.900 -0.468 7.008
Cl -1.241 0.384 5.498
Cl -2.403 -1.121 7.667
Cl 0.231 -1.787 6.701
Cl -0.188 0.660 8.167
C 6.083 0.549 3.594
Cl 7.198 -0.810 3.491
Cl 5.575 1.013 1.963
Cl 4.668 0.085 4.539
Cl 6.871 1.940 4.365
C -8.032 4.494 -3.921
Cl -8.287 3.012 -4.843
Cl -8.994 5.814 -4.608
Cl -8.526 4.230 -2.244
Cl -6.322 4.929 -3.968
C -0.305 5.071 3.667
Cl 0.010 5.660 2.024
Cl 1.206 4.544 4.403
Cl -1.027 6.366 4.621
Cl -1.416 3.709 3.580
C -4.898 -5.795 -3.075
Cl -5.457 -6.154 -1.438
Cl -5.750 -4.372 -3.698
Cl -3.169 -5.462 -3.054
Cl -5.214 -7.173 -4.130
C 9.955 -1.276 6.480
Cl 9.076 0.162 5.962
Cl 10.384 -1.126 8.187
Cl 8.940 -2.706 6.253
Cl 11.426 -1.440 5.515
C -3.100 -9.757 -6.409
Cl -1.912 -10.389 -5.267
Cl -2.828 -8.030 -6.645
Cl -2.936 -10.592 -7.956
Cl -4.729 -10.035 -5.769
C 11.138 3.929 5.256
Cl 10.846 5.663 5.419
Cl 11.634 3.262 6.815
Cl 9.656 3.126 4.726
Cl 12.411 3.653 4.064
C -9.121 3.595 -8.956
Cl -8.975 1.919 -8.409
Cl -7.878 3.927 -10.166
Cl -10.717 3.842 -9.669
Cl -8.915 4.678 -7.579
C 1.848 5.980 8.480
Cl 1.731 6.919 6.991
Cl 3.507 5.414 8.692
Cl 1.387 6.988 9.855
Cl 0.760 4.590 8.376
```

- total charge = 0
- molar mass (g/mol) = 2381.607
- spin multiplicity = 1
- energy (Eh) = -27307.3735
- HOMO level (eV) = -10.0920
- frontier orbital gap (eV) = 9.42

Löwdin population analysis, charges in e, atoms 1 to 6: C -0.175; Si 0.582; C -0.158; C -0.160; C -0.106; C -0.150

3.
2 unconnected molecules or ions with the total composition C4H7BN2O2 in a non-equilibrium geometry. Source: the Open Molecules 2025 dataset; level of theory: ωB97M-V with the def2-TZVPD basis set.

Geometry as XYZ:
```
16
C4H7BN2O2 | the Open Molecules 2025 dataset | ωB97M-V with the def2-TZVPD basis set
B 0.442 -0.273 -0.052
C -0.396 1.381 -2.335
C -1.741 -0.904 0.687
C -0.141 0.692 1.027
C 1.899 -0.343 -0.737
N -0.612 -1.171 -0.144
N -1.555 0.319 1.201
O 0.029 2.413 -2.154
O -2.622 -1.685 0.923
H 0.368 0.581 2.018
H 0.010 1.749 0.754
H 2.568 -1.043 -0.228
H 2.453 0.592 -0.817
H 2.008 -0.732 -1.697
H -0.598 -2.160 -0.503
H -2.112 0.585 2.057
```

- total charge = 0
- molar mass (g/mol) = 125.924
- spin multiplicity = 1
- energy (Eh) = -441.5267
- HOMO level (eV) = -9.8268
- frontier orbital gap (eV) = 10.41
- ΔE to the lowest compared entry with this formula, charge and spin (kcal/mol) = 41.8

Löwdin population analysis, charges in e, atoms 1 to 6: B -0.489; C 0.045; C -0.578; C -0.106; C -0.018; N 0.204

4.
A molecular structure, C3H3LiO2Yb in a non-equilibrium geometry. Source: the Open Molecules 2025 dataset; level of theory: ωB97M-V with the def2-TZVPD basis set.

Geometry as XYZ:
```
10
C3H3LiO2Yb | the Open Molecules 2025 dataset | ωB97M-V with the def2-TZVPD basis set
O -2.104 -1.400 0.077
C -2.465 -0.358 -0.303
C -2.867 0.510 -1.436
H -2.852 1.547 -1.100
H -2.152 0.443 -2.258
H -3.839 0.213 -1.816
O 0.851 1.515 -0.956
C 1.265 1.695 -1.993
Yb -0.403 1.144 1.120
Li -0.386 -1.507 1.031
```

- total charge = +2
- molar mass (g/mol) = 251.036
- spin multiplicity = 1
- energy (Eh) = -1432.0495
- HOMO level (spin up / spin down) (eV) = -15.2796 / -15.2809
- frontier orbital gap (spin up / spin down) (eV) = 5.46 / 5.46
- ΔE to the lowest compared entry with this formula, charge and spin (kcal/mol) = 23.9

Löwdin population analysis, charges in e, atoms 1 to 6: O -0.032; C -0.287; C -0.024; H 0.081; H 0.116; H 0.121

5.
10 unconnected molecules or ions with the total composition C6H29NO9 in a non-equilibrium geometry. Source: the Open Molecules 2025 dataset; level of theory: ωB97M-V with the def2-TZVPD basis set.

Geometry as XYZ:
```
45
C6H29NO9 | the Open Molecules 2025 dataset | ωB97M-V with the def2-TZVPD basis set
C 1.738 2.510 1.286
C 2.223 1.294 1.025
C 1.484 0.040 1.224
N 0.623 0.010 2.341
C 1.535 -0.984 0.328
C 0.863 -2.283 0.575
C 2.317 -0.874 -0.955
H 2.305 3.420 1.183
H 0.749 2.625 1.620
H 3.264 1.180 0.648
H 0.949 0.589 3.107
H 0.399 -0.894 2.675
H -0.219 -2.147 0.742
H 1.210 -2.812 1.470
H 0.915 -2.928 -0.258
H 3.397 -1.196 -0.826
H 1.860 -1.481 -1.741
H 2.312 0.164 -1.330
O -1.446 -0.836 -1.327
H -0.997 -1.701 -1.289
H -1.057 -0.461 -2.103
O -0.855 -2.470 3.265
H -0.974 -3.412 3.119
H -1.689 -2.079 3.031
O -1.863 0.517 0.966
H -1.040 0.435 1.388
H -1.745 0.001 0.090
O -2.297 3.130 0.623
H -2.310 2.169 0.831
H -1.942 3.547 1.416
O -3.133 -1.343 2.410
H -2.767 -0.680 1.878
H -3.705 -0.824 2.985
O -0.335 0.261 -3.516
H -0.983 0.906 -3.639
H 0.431 0.836 -3.202
O -0.974 2.296 -1.543
H -1.162 1.452 -1.180
H -1.354 2.943 -0.909
O -0.113 -2.738 -2.693
H 0.675 -3.215 -2.861
H -0.118 -1.959 -3.210
O 1.477 1.980 -2.557
H 0.690 2.271 -1.982
H 1.663 2.741 -3.108
```

- total charge = 0
- molar mass (g/mol) = 259.296
- spin multiplicity = 1
- energy (Eh) = -977.9313
- HOMO level (eV) = -7.7147
- frontier orbital gap (eV) = 8.21
- ΔE to the lowest compared entry with this formula, charge and spin (kcal/mol) = 44.2
- SMILES = C=CC(N)=C(C)C.O.O.O.O.O.O.O.O.O

Löwdin population analysis, charges in e, atoms 1 to 6: C 0.025; C -0.122; C -0.311; N 0.104; C -0.285; C -0.066

6.
A molecular structure, C46H56BrHgN3O5PSSi. Source: the Open Molecules 2025 dataset; level of theory: ωB97M-V with the def2-TZVPD basis set.

Geometry as XYZ:
```
115
C46H56BrHgN3O5PSSi | the Open Molecules 2025 dataset | ωB97M-V with the def2-TZVPD basis set
Hg 0.964 0.982 -0.896
O -5.194 -2.273 1.507
C -5.186 -2.768 2.684
C -6.373 -3.051 3.422
C -6.336 -3.605 4.688
C -5.132 -3.926 5.311
C -3.953 -3.661 4.615
C -3.956 -3.096 3.354
C -2.662 -2.754 2.656
O -2.686 -3.027 1.300
N -2.345 -1.310 2.919
N -2.382 -0.448 1.908
C -2.593 0.789 2.135
C -2.724 1.758 1.032
Br 1.189 2.126 1.449
C -2.965 4.212 0.439
C -1.987 5.124 -0.038
C -2.308 6.090 -1.024
C -1.358 6.970 -1.500
C -0.050 6.925 -1.025
C 0.291 5.979 -0.062
C -0.652 5.100 0.430
H -3.575 -2.689 1.017
H -7.319 -2.816 2.945
H -7.273 -3.799 5.204
H -5.111 -4.368 6.299
H -2.994 -3.904 5.069
H -1.842 -3.327 3.103
H -2.758 -0.980 3.788
H -2.761 1.155 3.154
H -3.577 3.272 2.213
H -3.315 6.124 -1.418
H -1.634 7.692 -2.260
H 0.700 7.601 -1.419
H 1.310 5.906 0.296
H -0.337 4.347 1.138
C 1.241 -2.588 2.655
C 2.581 -1.872 2.545
C 3.725 -2.832 2.869
C 2.610 -0.670 3.483
O 2.672 -1.441 1.186
Si 3.900 -0.849 0.284
S 3.202 -0.042 -1.484
O 5.009 -2.064 0.007
C 4.985 -3.151 -0.912
C 3.575 -3.716 -1.073
C 5.532 -2.682 -2.258
C 5.907 -4.212 -0.315
O 4.739 0.149 1.288
C 5.890 0.963 1.143
C 5.536 2.319 1.745
C 7.009 0.287 1.934
C 6.313 1.129 -0.314
H 1.025 -2.850 3.694
H 1.248 -3.501 2.056
H 0.443 -1.943 2.286
H 3.613 -3.215 3.887
H 4.690 -2.329 2.787
H 3.720 -3.676 2.177
H 2.518 -1.012 4.518
H 1.784 0.002 3.252
H 3.540 -0.117 3.368
H 2.919 -2.992 -1.556
H 3.149 -3.959 -0.098
H 3.603 -4.626 -1.679
H 4.911 -1.880 -2.656
H 5.548 -3.508 -2.975
H 6.551 -2.307 -2.134
H 5.508 -4.563 0.638
H 6.894 -3.782 -0.137
H 6.009 -5.065 -0.990
H 5.281 2.203 2.800
H 4.665 2.730 1.234
H 6.372 3.018 1.657
H 6.696 0.152 2.971
H 7.923 0.888 1.916
H 7.217 -0.695 1.505
H 5.506 1.561 -0.905
H 6.570 0.162 -0.752
H 7.188 1.782 -0.367
N -0.250 1.286 -2.562
P -1.764 1.030 -2.699
C -2.278 1.516 -4.388
C -1.341 2.179 -5.173
C -1.649 2.535 -6.480
C -2.892 2.227 -7.013
C -3.829 1.554 -6.238
C -3.519 1.198 -4.933
C -2.297 -0.717 -2.590
C -1.328 -1.680 -2.853
C -1.646 -3.028 -2.786
C -2.934 -3.422 -2.451
C -3.905 -2.468 -2.182
C -3.588 -1.121 -2.258
C -2.930 1.872 -1.556
C -3.744 2.835 -2.018
C -4.683 3.629 -1.225
C -4.340 4.241 -0.093
C -2.739 3.194 1.505
C -2.825 1.284 -0.219
H -0.375 2.393 -4.730
H -0.911 3.051 -7.083
H -3.130 2.502 -8.034
H -4.798 1.301 -6.651
H -4.247 0.661 -4.336
H -0.317 -1.353 -3.074
H -0.879 -3.772 -2.963
H -3.173 -4.475 -2.362
H -4.895 -2.773 -1.869
H -4.337 -0.381 -1.996
H -3.761 3.024 -3.087
H -5.690 3.752 -1.616
H -5.093 4.804 0.459
H -1.833 3.362 2.091
H -2.712 0.203 -0.247
```

- total charge = -2
- molar mass (g/mol) = 1102.591
- spin multiplicity = 2
- energy (Eh) = -6083.6204
- HOMO level (spin up / spin down) (eV) = -2.0807 / -2.0806
- expectation value of S² = 0.78
- frontier orbital gap (spin up / spin down) (eV) = 6.13 / 5.80
- ΔE to the lowest compared entry with this formula, charge and spin (kcal/mol) = 0.0

Löwdin population analysis, charges in e, atoms 1 to 6: Hg 0.571; O -0.109; C -0.418; C -0.053; C -0.157; C -0.163

7.
5 unconnected molecules or ions with the total composition C5H18N2O5 in a non-equilibrium geometry. Source: the Open Molecules 2025 dataset; level of theory: ωB97M-V with the def2-TZVPD basis set.

Geometry as XYZ:
```
30
C5H18N2O5 | the Open Molecules 2025 dataset | ωB97M-V with the def2-TZVPD basis set
N 1.547 -1.722 0.841
C 0.257 -2.078 0.462
O 0.010 -3.243 0.250
C -0.998 -1.141 0.235
C -1.651 -1.472 -1.104
C -0.951 -0.381 -1.985
C -0.382 0.650 -1.085
N -0.718 0.344 0.249
H 1.629 -0.706 0.990
H 2.300 -2.427 0.783
H -1.744 -1.277 1.184
H -2.755 -1.276 -1.089
H -1.380 -2.590 -1.520
H -0.274 -0.959 -2.579
H -1.569 0.169 -2.627
H 0.713 0.663 -1.068
H -0.588 1.647 -1.300
H -1.662 0.721 0.512
O -1.741 3.353 -1.445
H -1.999 3.830 -0.678
H -0.759 3.460 -1.549
O 3.387 -0.615 -0.995
H 3.141 -1.118 -1.778
H 2.481 -0.404 -0.781
O 0.130 3.127 0.883
H 0.515 2.192 0.904
H -0.593 2.807 1.366
O 0.521 0.967 3.291
H 0.281 1.244 2.496
H 0.365 1.486 4.096
```

- total charge = 0
- molar mass (g/mol) = 186.208
- spin multiplicity = 1
- energy (Eh) = -686.9445
- HOMO level (eV) = -9.6544
- frontier orbital gap (eV) = 9.89
- ΔE to the lowest compared entry with this formula, charge and spin (kcal/mol) = 67.6
- SMILES = NC(=O)[C@@H]1CCCN1.O.O.O.O

Löwdin population analysis, charges in e, atoms 1 to 6: N 0.153; C -0.470; O 0.028; C -0.236; C -0.120; C -0.150

8.
A single C5H12O molecule in a non-equilibrium geometry. Source: the Open Molecules 2025 dataset; level of theory: ωB97M-V with the def2-TZVPD basis set.

Geometry as XYZ:
```
18
C5H12O | the Open Molecules 2025 dataset | ωB97M-V with the def2-TZVPD basis set
C 0.387 -2.581 0.109
O 0.169 -1.285 -0.514
C 0.631 -0.257 0.402
C 0.037 1.131 0.189
C 0.262 1.433 -1.269
C -1.423 1.166 0.669
H -0.124 -2.589 1.236
H 1.521 -3.033 0.299
H -0.101 -3.214 -0.588
H 1.778 -0.048 0.234
H 0.516 -0.540 1.440
H 0.726 1.727 0.751
H -0.056 2.486 -1.498
H 1.294 1.379 -1.605
H -0.362 0.874 -2.011
H -1.875 2.106 0.304
H -1.892 0.234 0.168
H -1.488 1.011 1.683
```

- total charge = 0
- molar mass (g/mol) = 88.150
- spin multiplicity = 1
- energy (Eh) = -272.8754
- HOMO level (eV) = -9.7613
- frontier orbital gap (eV) = 10.82
- ΔE to the lowest compared entry with this formula, charge and spin (kcal/mol) = 46.0
- SMILES = COCC(C)C

Löwdin population analysis, charges in e, atoms 1 to 6: C -0.127; O -0.205; C -0.250; C -0.435; C -0.101; C -0.050

> Among the records above, which one has the highest total charge?

C3H3LiO2Yb